Record 1
Entry from the OMol25 dataset: 2 unconnected molecules or ions with the total composition C2H2N2OS (ωB97M-V/def2-TZVPD).

XYZ file:
```
8
C2H2N2OS, DFT ωB97M-V/def2-TZVPD
C 0.53 -0.19 0.59
C 0.06 0.89 -0.13
N 1.41 0.17 1.53
N 1.63 1.40 1.53
O 2.24 2.55 3.26
S 0.79 2.31 0.47
H 0.26 -1.22 0.47
H -0.65 0.89 -0.93
```

Properties
Energy relative to the best compared isomer or geometry (same formula, charge and spin) = 55.4 kcal per mole
Energy = -17963.4750 eV
LUMO energy (alpha / beta) = 0.00701 / -0.03031 Eh
Largest force on an atom = 2.74 eV/Å
Multiplicity = 3



Record 2
Entry from the OMol25 dataset: a single C2H2N2OS2 molecule (ωB97M-V/def2-TZVPD).

XYZ file:
```
9
C2H2N2OS2, DFT ωB97M-V/def2-TZVPD
C 1.19 0.00 0.05
C -1.91 -0.06 -0.03
H -1.77 1.80 0.84
H -2.97 0.04 -0.12
N -1.23 1.03 0.46
N -1.37 -1.19 -0.32
O 2.39 -0.01 0.11
S 0.26 1.51 -0.24
S 0.25 -1.52 0.07
```

Properties
Energy relative to the best compared isomer or geometry (same formula, charge and spin) = 3.0 kcal per mole
Energy = -28803.4957 eV
LUMO energy = 0.00365 Eh
Largest force on an atom = 1.26 eV/Å



Record 3
Entry from the OMol25 dataset: a single C2H2N2OS2 molecule (ωB97M-V/def2-TZVPD).

XYZ file:
```
9
C2H2N2OS2, DFT ωB97M-V/def2-TZVPD
C 1.61 -0.12 -0.21
C -1.32 -0.40 0.01
H -1.39 1.47 0.99
H -2.37 -0.37 0.03
N -0.77 0.83 0.27
N -0.59 -1.38 -0.45
O 0.91 -1.32 -0.21
S 3.19 -0.10 0.03
S 0.74 1.39 -0.46
```

Properties
Energy relative to the best compared isomer or geometry (same formula, charge and spin) = 64.9 kcal per mole
Energy = -28800.8108 eV
LUMO energy = -0.01603 Eh
Largest force on an atom = 4.77 eV/Å



Record 4
Entry from the OMol25 dataset: a single C2H2N2S molecule (ωB97M-V/def2-TZVPD).

XYZ file:
```
7
C2H2N2S, DFT ωB97M-V/def2-TZVPD
C 0.20 -0.01 -0.59
C 0.16 -0.77 0.61
N -0.22 1.20 -0.48
N -0.74 2.20 -0.32
S -0.46 -0.54 2.08
H 0.47 -0.39 -1.55
H 0.59 -1.69 0.24
```

Properties
Energy relative to the best compared isomer or geometry (same formula, charge and spin) = 45.7 kcal per mole
Energy = -15919.4233 eV
LUMO energy = -0.01375 Eh
Largest force on an atom = 4.15 eV/Å